Density functional theory data (ωB97M-V with the def2-TZVPD basis set) for a molecular structure, C25H21N6O3Os in a non-equilibrium geometry.

F_max: 0.021 Eh/bohr
gap between HOMO and LUMO (alpha / beta): 1.893 / 1.875 eV
M: 643.71 g/mol
ΔE to the lowest compared entry with this formula, charge and spin: 3.52 kJ/mol
HOMO level (alpha / beta): -15.21 / -15.20 eV
LUMO energy (alpha / beta): -13.32 / -13.32 eV

Structure (ORCA input):
```
! wB97M-V def2-TZVPD RIJCOSX def2/J DEFGRID3
* xyz 3 1
Os 2.5719 -2.0134 -0.9358
O 0.3737 -5.2473 -0.3023
C 0.9367 -4.3334 -0.8025
N 2.0887 -3.6675 -0.2327
C 2.8125 -4.1664 0.9184
O 2.5914 -5.2026 1.4468
C 3.9028 -3.2138 1.3205
C 4.7811 -3.5359 2.3289
C 5.7996 -2.6365 2.6309
C 5.8921 -1.4570 1.9101
C 4.9686 -1.1981 0.9105
N 3.9848 -2.0586 0.6194
C 0.5718 -3.7218 -2.1264
C -0.3147 -4.3542 -2.9689
C -0.5317 -3.8096 -4.2298
C 0.1539 -2.6607 -4.5912
C 1.0187 -2.0740 -3.6824
N 1.2177 -2.5839 -2.4608
H 4.6650 -4.4784 2.8475
H 6.5136 -2.8610 3.4120
H 6.6751 -0.7385 2.1076
H 5.0144 -0.2894 0.3240
H -0.7957 -5.2653 -2.6385
H -1.2086 -4.2884 -4.9246
H 0.0378 -2.2229 -5.5728
H 1.5858 -1.1885 -3.9441
C -6.3289 3.8239 2.5516
C -5.0507 3.8463 1.8110
C -4.6932 2.7989 0.9170
C -3.5265 2.8285 0.2149
C -2.6470 3.9375 0.3713
N -1.4957 4.0610 -0.3317
C -1.1669 3.3672 -1.5490
O -1.1430 3.9649 -2.5768
N -0.8974 2.0005 -1.4861
C -0.1629 1.2730 -0.5368
C -0.2047 1.4756 0.8420
C 0.5661 0.6740 1.6658
C 1.3609 -0.3143 1.1268
N 1.3962 -0.5264 -0.2046
C 0.6459 0.2459 -1.0144
C -2.9823 4.9855 1.2843
C -4.1483 4.9344 1.9766
H -6.9566 2.9778 2.2878
H -6.8777 4.7554 2.3805
H -6.1298 3.8016 3.6295
H -5.3819 1.9750 0.7832
H -3.2890 2.0416 -0.4877
H -1.0746 4.9857 -0.3218
H -0.7969 1.6649 -2.4368
H -0.8290 2.2388 1.2801
H 0.5512 0.8110 2.7378
H 1.9756 -0.9529 1.7418
H 0.6987 0.0312 -2.0728
H -2.3068 5.8251 1.3975
H -4.4117 5.7359 2.6551
*
```

***

Density functional theory data (ωB97M-V with the def2-TZVPD basis set) for 3 unconnected molecules or ions with the total composition C14H25ClN2O4 in a non-equilibrium geometry.

F_max: 0.203 Eh/bohr
SMILES: C#CN(CCCCl)C(=O)ON.C1CCOC1.C1CCOC1
gap between HOMO and LUMO: 9.219 eV
M: 320.82 g/mol
HOMO level: -9.36 eV
LUMO energy: -0.14 eV

Structure (ORCA input):
```
! wB97M-V def2-TZVPD RIJCOSX def2/J DEFGRID3
* xyz 0 1
C 3.2810 -3.3495 -2.2338
C 2.4041 -2.6348 -1.3628
N 1.2982 -1.7842 -0.7030
C 0.0110 -2.5049 -1.0389
C -1.3536 -1.7931 -0.4741
C -2.1227 -1.1576 -1.8165
Cl -3.6326 -0.1688 -1.3893
C 1.4001 -0.4224 -1.3540
O 2.4220 -0.2417 -2.2321
O 0.5328 0.7395 -1.1058
N 1.2059 1.9020 -1.1430
H 3.9993 -3.6446 -3.1400
H 0.0834 -3.5732 -0.5202
H -0.0321 -2.6953 -2.2090
H -1.0977 -0.9010 0.2662
H -2.1359 -2.5308 0.0038
H -1.3099 -0.5539 -2.4483
H -2.3848 -2.1050 -2.4921
H 1.4777 2.1878 -2.1089
H 2.0002 1.9381 -0.4677
C 5.6257 -1.6319 0.4244
C 6.2297 -1.4235 1.7891
C 6.4634 0.0714 1.8072
O 5.4475 0.6614 0.9843
C 4.7888 -0.3829 0.2544
H 5.0414 -2.5515 0.3381
H 6.4185 -1.6565 -0.3327
H 5.5022 -1.6973 2.5623
H 7.1425 -2.0001 1.9588
H 7.4356 0.3271 1.3727
H 6.4105 0.4918 2.8156
H 3.7902 -0.5130 0.6857
H 4.6809 -0.0891 -0.7933
C -5.6553 3.4335 1.3729
C -5.3596 2.1002 0.7361
C -6.6015 1.3049 1.0750
O -7.6871 2.2394 1.1482
C -7.1457 3.5676 1.1494
H -5.0839 4.2612 0.9452
H -5.4411 3.3873 2.4473
H -5.2769 2.2186 -0.3508
H -4.4412 1.6328 1.1000
H -6.5096 0.8221 2.0537
H -6.8254 0.5384 0.3275
H -7.3615 4.0171 0.1740
H -7.6345 4.1644 1.9244
*
```

***

Density functional theory data (ωB97M-V with the def2-TZVPD basis set) for a molecular structure, C35H28BrN2O3PSn.

F_max: 0.006 Eh/bohr
gap between HOMO and LUMO: 7.024 eV
M: 754.21 g/mol
HOMO level: -7.21 eV
LUMO energy: -0.18 eV

Structure (ORCA input):
```
! wB97M-V def2-TZVPD RIJCOSX def2/J DEFGRID3
* xyz 0 1
Sn 0.4169 0.6078 0.9708
O 2.3148 4.3531 1.5538
C 1.6380 5.2468 0.7753
C 1.9099 6.6073 0.8943
C 1.2915 7.5359 0.0765
C 0.3929 7.1050 -0.8856
C 0.1174 5.7499 -0.9901
C 0.7017 4.7941 -0.1593
C 0.3688 3.3226 -0.3535
O 0.4156 2.6042 0.8259
N -0.9832 3.2178 -0.9274
N -1.3355 1.9255 -1.0662
C -2.5702 1.6254 -1.1564
C -3.0148 0.2371 -1.2916
Br -1.6535 -1.0651 -1.0448
C -4.2669 -0.1888 -1.4670
C -5.4445 0.6594 -1.7476
C -6.6579 0.3424 -1.1363
C -7.7887 1.1107 -1.3594
C -7.7313 2.2008 -2.2167
C -6.5413 2.5042 -2.8620
C -5.4092 1.7357 -2.6355
H 2.9305 4.8501 2.1038
H 2.6310 6.9329 1.6372
H 1.5221 8.5874 0.1873
H -0.0888 7.8110 -1.5480
H -0.5725 5.4122 -1.7525
H 1.0334 2.9047 -1.1089
H -1.6739 3.8045 -0.4655
H -3.3442 2.3897 -1.1088
H -4.4578 -1.2510 -1.3747
H -6.7060 -0.5078 -0.4664
H -8.7171 0.8573 -0.8646
H -8.6146 2.7995 -2.3958
H -6.4957 3.3328 -3.5564
H -4.5022 1.9496 -3.1844
O 2.4227 1.2354 -1.2725
C 2.1941 0.3433 -0.4786
C 3.2745 -0.7186 -0.3265
C 4.5866 -0.3176 -0.5786
C 5.6348 -1.2105 -0.4529
C 5.3776 -2.5296 -0.0937
C 4.0767 -2.9351 0.1505
C 3.0142 -2.0349 0.0528
P 1.2901 -2.5720 0.3881
C 1.2738 -2.6989 2.2133
C 0.1023 -3.1526 2.8275
C -0.0077 -3.1831 4.2066
C 1.0427 -2.7359 4.9995
C 2.1999 -2.2659 4.4030
C 2.3175 -2.2483 3.0172
C 1.3450 -4.3153 -0.1661
C 1.1635 -4.5467 -1.5314
C 1.1959 -5.8341 -2.0409
C 1.3891 -6.9143 -1.1881
C 1.5569 -6.6967 0.1700
C 1.5390 -5.4034 0.6790
H 4.7601 0.7077 -0.8777
H 6.6499 -0.8846 -0.6408
H 6.1892 -3.2406 -0.0072
H 3.8782 -3.9674 0.4139
H -0.7303 -3.4855 2.2171
H -0.9179 -3.5459 4.6665
H 0.9531 -2.7484 6.0779
H 3.0204 -1.9123 5.0141
H 3.2321 -1.8872 2.5653
H 0.9997 -3.7083 -2.2002
H 1.0618 -5.9971 -3.1024
H 1.4051 -7.9219 -1.5829
H 1.7092 -7.5339 0.8391
H 1.6856 -5.2444 1.7399
*
```

***

Density functional theory data (ωB97M-V with the def2-TZVPD basis set) for a molecular structure, C2H2O3 in a non-equilibrium geometry.

F_max: 0.083 Eh/bohr
gap between HOMO and LUMO: 9.862 eV
M: 74.03 g/mol
ΔE to the lowest compared entry with this formula, charge and spin: 506.07 kJ/mol
HOMO level: -9.23 eV
LUMO energy: 0.63 eV

Structure (ORCA input):
```
! wB97M-V def2-TZVPD RIJCOSX def2/J DEFGRID3
* xyz 0 1
C 0.8263 -0.4993 0.7737
C -0.1822 -0.3429 -0.0705
O 0.8038 -1.8689 0.5384
O -0.2564 -1.7455 -0.3425
O -1.0523 0.6372 -0.6779
H 1.3696 -0.1974 1.6331
H -1.3211 0.0686 -1.4346
*
```

***

Density functional theory data (ωB97M-V with the def2-TZVPD basis set) for a molecular structure, C41H46AsBN4O2STi in a non-equilibrium geometry.

F_max: 0.046 Eh/bohr
gap between HOMO and LUMO: 6.375 eV
M: 792.51 g/mol
ΔE to the lowest compared entry with this formula, charge and spin: 117.56 kJ/mol
HOMO level: -13.42 eV
LUMO energy: -7.04 eV

Structure (ORCA input):
```
! wB97M-V def2-TZVPD RIJCOSX def2/J DEFGRID3
* xyz 2 1
Ti 0.9262 0.5232 -0.2466
C -2.8078 3.1041 0.0135
C -1.3380 2.9964 0.2629
C -0.4315 3.4925 -0.6749
C 0.9441 3.4541 -0.4526
C 1.8695 4.2164 -1.3487
C 1.4252 2.8722 0.7341
C 0.5262 2.4809 1.7445
C 1.0297 2.2540 3.1409
C -0.8443 2.5180 1.4782
H -3.0983 4.1542 0.0165
H -3.3826 2.5881 0.7781
H -3.0789 2.6965 -0.9608
H -0.8106 4.0121 -1.5441
H 1.9334 5.2368 -0.9672
H 1.4827 4.2723 -2.3641
H 2.8776 3.8072 -1.3550
H 2.4852 2.9674 0.9761
H 1.1811 3.2327 3.6017
H 1.9915 1.7406 3.1619
H 0.3116 1.7104 3.7509
H -1.5404 2.2581 2.2644
N 8.5571 -4.0853 4.6117
C 7.7136 -3.5228 4.0816
C 6.6484 -2.8537 3.4261
C 5.5169 -3.5810 3.0539
C 4.4677 -2.9503 2.4161
C 4.5398 -1.5860 2.1207
C 5.6814 -0.8683 2.4923
C 6.7232 -1.4893 3.1484
C 3.4415 -0.9046 1.4113
C 2.1691 -0.9373 2.0084
C 1.8512 -1.5458 3.2506
C 0.4942 -1.3765 3.4482
C 0.0247 -0.6493 2.3546
N 1.0105 -0.3641 1.4890
C 3.7692 -0.2583 0.2100
C 5.0576 -0.2561 -0.3910
C 4.9768 0.5314 -1.5179
C 3.6538 0.9707 -1.5948
N 2.9108 0.5065 -0.5814
H 5.4815 -4.6409 3.2577
H 3.6014 -3.5229 2.1185
H 5.7254 0.1912 2.2904
H 7.6012 -0.9281 3.4349
H 2.5416 -2.0260 3.9159
H -0.0939 -1.7270 4.2745
H -0.9872 -0.3215 2.1890
H 5.9239 -0.7782 -0.0385
H 5.7586 0.7653 -2.2117
H 3.2435 1.6264 -2.3493
C -0.9206 2.0662 -3.7573
As 0.7211 1.1687 -3.1651
C 0.5015 -0.4576 -4.2473
C 1.8801 2.0866 -4.5168
H -1.0294 1.8936 -4.8279
H -0.8705 3.1429 -3.5923
H -1.7894 1.6650 -3.2450
H 0.1050 -0.1784 -5.2258
H -0.1927 -1.1422 -3.7673
H 1.4547 -0.9614 -4.4041
H 1.3297 2.1254 -5.4591
H 2.8071 1.5363 -4.6853
H 2.1380 3.1064 -4.2341
S 0.5465 -4.1340 -1.2884
C 1.7203 -3.4075 -2.2942
C 1.9478 -2.1237 -1.9091
N 1.2028 -1.7078 -0.8501
C 0.4259 -2.6735 -0.4192
H 2.1762 -3.9438 -3.1008
H 2.6637 -1.4568 -2.3604
H -0.2415 -2.5666 0.4191
C -7.7899 -1.7408 -0.0545
C -6.6265 -1.1352 0.7288
C -6.3362 -2.0198 1.9502
C -7.0235 0.2826 1.1673
C -5.3540 -1.0123 -0.0921
C -5.2738 -1.3024 -1.4569
C -4.1013 -1.1881 -2.1960
C -2.9871 -0.7249 -1.5272
O -1.6973 -0.4657 -1.9489
B -1.0095 0.0381 -0.8649
O -1.8463 0.0667 0.2409
C -3.0675 -0.4009 -0.1732
C -4.2141 -0.5529 0.5649
H -8.6545 -1.8276 0.5965
H -7.5471 -2.7338 -0.4220
H -8.0701 -1.1062 -0.8899
H -7.2315 -2.1419 2.5511
H -5.5691 -1.5917 2.5887
H -6.0025 -3.0041 1.6299
H -7.9548 0.2541 1.7241
H -7.1653 0.9138 0.2926
H -6.2626 0.7356 1.7977
H -6.1567 -1.6364 -1.9746
H -4.0721 -1.4415 -3.2450
H -4.2179 -0.3092 1.6143
*
```